# C14H21NPSr

A molecular structure, C14H21NPSr (ωB97M-V/def2-TZVPD, OMol25).

The geometry in XYZ format:
```
38
Properties=species:S:1:pos:R:3:lowdin_charge:R:1
C -2.34 2.53 -3.06 -0.28
Sr 0.83 0.13 -2.25 0.52
N 1.26 -1.89 -3.66 -0.14
H -2.33 1.13 -4.52 -0.05
H 2.24 -1.91 -3.96 0.00
H -2.49 1.92 -4.18 -0.18
H -2.72 3.61 -3.07 -0.01
H -1.30 2.32 -2.60 -0.05
H -3.15 1.96 -2.60 -0.04
H 1.13 -2.74 -3.10 0.02
H 0.70 -2.03 -4.51 0.03
C 2.98 -0.11 1.08 -0.31
P 1.37 -0.04 0.37 0.70
C 0.53 -1.59 0.83 -0.45
C 0.63 -1.98 2.18 -0.16
C 0.06 -3.20 2.58 -0.13
C -0.60 -3.99 1.62 -0.17
C -0.71 -3.58 0.29 -0.16
C -0.16 -2.37 -0.12 -0.19
C 0.43 1.31 1.09 -0.40
C -0.95 1.20 1.29 -0.09
C -1.67 2.29 1.76 -0.09
C -1.00 3.48 2.06 -0.10
C 0.38 3.60 1.86 -0.10
C 1.09 2.51 1.39 -0.11
H 3.50 -1.00 0.71 0.05
H 2.76 -0.17 2.15 0.03
H 3.56 0.78 0.82 0.03
H 1.15 -1.35 2.92 0.08
H 0.14 -3.54 3.61 0.09
H -1.03 -4.95 1.92 0.07
H -1.25 -4.17 -0.45 0.08
H -0.30 -2.05 -1.18 0.04
H -1.45 0.25 1.07 0.11
H -2.76 2.20 1.91 0.11
H -1.57 4.33 2.43 0.09
H 0.89 4.53 2.09 0.10
H 2.16 2.58 1.24 0.08
```

The value obtained for the total energy is -26466.5166 eV. Its HOMO energy (spin up / spin down) is -0.037 / -0.045 Eh. The calculation puts the frontier orbital gap (spin up / spin down) at 3.18 / 3.89 eV. The value obtained for the energy above the lowest of the compared OMol25 structures with the same formula, charge and spin is 50.48 kcal per mole. Its total charge is -1.